1.
# C4H8N2O

One molecule with the formula C4H8N2O in a non-equilibrium geometry (the ωB97M-V functional and the def2-TZVPD basis, the OMol25 dataset).

Cartesian coordinates (Å):
C: 0.21520 -2.02719 0.48643
N: 0.23464 -0.60790 0.74019
C: -0.19615 0.24666 -0.32171
C: -0.04336 1.72810 0.06936
O: -0.51057 1.98043 1.36719
C: 0.47023 0.02772 -1.64127
N: 0.95649 -0.15211 -2.67630
H: 0.78232 -2.34161 -0.40552
H: 0.60932 -2.55509 1.35850
H: -0.82926 -2.33278 0.34731
H: 0.99673 -0.24735 1.28831
H: -1.26144 0.02960 -0.50123
H: -0.54593 2.34667 -0.68792
H: 1.01804 1.99955 0.07018
H: -1.43588 1.71286 1.41829

Gap between HOMO and LUMO ... 10.07 eV
Energy relative to the best compared isomer or geometry (same formula, charge and spin) ... 45.2 kcal per mole
Multiplicity ... 1
Electronic energy ... -341.9316 a.u.
E_LUMO ... 0.02465 Ha



2.
# C16H13Br3Cu2F10NO19S2

C16H13Br3Cu2F10NO19S2 as an isolated structure in a non-equilibrium geometry (the ωB97M-V functional and the def2-TZVPD basis, the OMol25 dataset).

Cartesian coordinates (Å):
Cu: -1.86382 -0.47893 2.47886
Cu: 2.32588 -0.89176 0.87583
C: 6.31776 0.55012 0.19079
F: 7.65980 0.70703 0.39495
F: 5.73508 1.68943 0.60814
F: 6.10731 0.43652 -1.13303
S: 5.64497 -0.92233 1.13113
O: 6.75965 -1.80283 1.36146
O: 5.04582 -0.41212 2.36120
N: 4.20519 -1.44111 0.18047
S: 4.84216 -2.50947 -0.80112
O: 6.19310 -2.30465 -1.30541
O: 4.61245 -3.87435 -0.36934
C: 3.60173 -2.32627 -2.29092
F: 3.64260 -3.38566 -3.17844
F: 2.33140 -2.25899 -1.85496
F: 3.86463 -1.22753 -3.06038
C: -0.25760 -0.44396 0.45131
O: 0.68846 -0.39089 -0.34464
O: -1.46503 -0.25050 0.31101
O: 0.14333 -0.77268 1.59497
C: -3.88522 -1.47917 -1.97967
C: -2.84645 -0.77427 -2.80063
O: -3.54435 0.27764 -3.39490
C: -4.87461 -0.04372 -3.45948
O: -5.69252 0.59420 -4.12751
O: -5.08252 -1.08448 -2.67032
F: -2.47247 -1.67969 -3.69222
H: -3.94092 -1.05265 -0.97814
H: -3.78653 -2.55835 -2.09691
H: -1.94077 -0.44656 -2.29029
C: -1.71770 2.85291 -0.45098
C: -2.68560 3.38083 -1.57142
O: -1.98865 4.54056 -2.01643
C: -0.94871 4.85621 -1.13669
O: -0.19465 5.82981 -1.16950
O: -0.83694 3.90077 -0.20558
F: -3.90712 3.62531 -1.26865
H: -1.23415 1.91084 -0.70943
H: -2.32186 2.55480 0.40589
H: -2.59194 2.71920 -2.43257
C: 4.00240 -1.96280 5.94670
C: 4.11521 -3.40852 5.44924
O: 3.64556 -3.24924 4.12381
C: 3.09969 -2.10458 3.90702
O: 2.52926 -1.71416 2.91577
O: 3.07844 -1.43307 5.03537
F: 3.27768 -4.25049 6.08936
H: 4.98866 -1.51578 5.82189
H: 3.62217 -1.94148 6.96801
H: 5.11081 -3.83718 5.56376
C: -6.40925 0.96986 -0.30897
C: -6.80144 1.81143 0.75326
O: -5.89038 1.54812 1.73863
C: -4.79657 1.00922 1.15806
O: -3.76989 0.82480 1.79300
O: -5.00694 0.87849 -0.05762
F: -8.00096 1.32123 0.98324
H: -6.57454 1.37220 -1.30842
H: -6.90402 0.00611 -0.18861
H: -6.79476 2.88235 0.55035
C: 0.69641 1.40587 -3.16438
Br: 0.60575 -0.25148 -4.23279
Br: -0.15147 2.88114 -4.00247
Br: 2.54035 1.88838 -2.85544
H: 0.14686 1.25613 -2.23504

Gap between HOMO and LUMO (alpha / beta) ... 8.48 / 3.57 eV
Net charge ... +2
Multiplicity ... 4
Electronic energy ... -14898.9668 a.u.
E_LUMO (alpha / beta) ... -0.27299 / -0.44298 Ha



3.
# C28H31N6O2Tc

C28H31N6O2Tc as an isolated structure (the ωB97M-V functional and the def2-TZVPD basis, the OMol25 dataset).

Cartesian coordinates (Å):
Tc: 0.04941 0.20773 -0.11119
C: -4.30507 -0.77214 -0.32274
C: -3.54875 -1.76804 0.56839
C: -2.12234 -2.11199 0.09545
N: -1.07082 -1.33853 0.76785
C: -0.76921 -1.58743 2.02384
C: -1.40502 -2.63092 2.76931
C: -1.37054 -2.93865 4.09605
C: -0.69344 -2.30443 5.15583
C: 0.19692 -1.28164 5.04102
C: 0.67136 -0.63983 3.87941
C: 0.32092 -0.76344 2.55711
N: 0.94618 -0.00948 1.57771
C: 2.37179 0.31581 1.70227
C: 2.75205 1.71038 1.21754
C: 2.47780 1.94078 -0.26870
N: 1.04149 1.94705 -0.49279
C: 0.32203 3.05262 -0.60781
C: 0.87995 4.35017 -0.67250
C: 0.30542 5.55554 -0.99374
C: -1.01020 5.85228 -1.35406
C: -2.07378 4.98442 -1.34149
C: -2.12257 3.65154 -0.92986
C: -1.11783 2.79037 -0.51434
N: -1.38818 1.54896 -0.02831
C: -2.76232 1.17829 0.32242
C: -3.48477 0.42595 -0.80169
H: -5.19244 -0.43352 0.21835
H: -4.67276 -1.29656 -1.20791
H: -4.13659 -2.68702 0.61842
H: -3.49798 -1.39638 1.59427
H: -2.02868 -1.91785 -0.97068
H: -1.92366 -3.17855 0.22636
H: -2.03758 -3.27799 2.17912
H: -1.97841 -3.78983 4.38157
H: -0.89121 -2.68311 6.15018
H: 0.63023 -0.91556 5.96428
H: 1.42038 0.11361 4.08168
H: 2.92016 -0.42558 1.10962
H: 2.71012 0.19478 2.72850
H: 3.82113 1.83714 1.40185
H: 2.22637 2.46995 1.80345
H: 2.90291 1.12045 -0.85012
H: 2.96307 2.85259 -0.61120
H: 1.93921 4.40467 -0.46815
H: 0.98970 6.39630 -1.00012
H: -1.21121 6.87257 -1.65383
H: -3.02678 5.39615 -1.65245
H: -3.11451 3.22088 -0.94820
H: -3.31580 2.06245 0.64292
H: -2.68460 0.54395 1.20256
H: -2.73499 0.08499 -1.51573
H: -4.13746 1.10327 -1.35729
O: -0.51921 -0.42688 -1.99040
N: 0.29790 -1.10903 -2.71409
N: 1.35065 -1.41794 -2.09615
O: 1.56592 -1.00213 -0.86546
C: 2.35698 -2.22428 -2.73289
C: 1.99278 -3.09514 -3.74702
C: 2.98291 -3.84687 -4.35736
C: 4.30454 -3.73085 -3.94818
C: 4.64354 -2.86070 -2.92173
C: 3.66647 -2.09727 -2.30319
H: 0.95859 -3.17826 -4.04822
H: 2.71750 -4.53213 -5.15051
H: 5.07125 -4.32462 -4.42699
H: 5.67252 -2.77323 -2.60114
H: 3.90854 -1.41784 -1.49909

Gap between HOMO and LUMO (alpha / beta) ... 6.12 / 6.77 eV
Net charge ... +1
Multiplicity ... 2
Electronic energy ... -1645.0870 a.u.
E_LUMO (alpha / beta) ... -0.13922 / -0.12940 Ha



4.
# C10H17N2O2

An isolated ion of composition C10H17N2O2 and charge -1 in a non-equilibrium geometry (the ωB97M-V functional and the def2-TZVPD basis, the OMol25 dataset).

Cartesian coordinates (Å):
C: 1.36011 1.34830 -0.15262
C: -0.06896 0.55852 -0.05160
C: 2.33985 0.29933 -0.61882
C: 1.74651 -0.94825 -0.03279
C: 1.97500 -1.12899 1.48265
C: 2.00904 -2.17278 -0.81842
C: -2.07295 0.40215 1.25629
C: -2.33981 0.47701 -1.22997
C: -1.49506 2.55185 0.04094
C: -1.44426 1.04316 -0.00862
N: 1.45129 2.60777 0.20745
N: 0.16632 -0.74269 -0.18885
O: -0.61470 -1.81297 -0.20383
O: 2.60597 3.16390 0.23674
H: 2.49003 0.09925 -1.63554
H: 3.22183 0.48608 -0.15531
H: 1.79903 -0.29268 2.12986
H: 2.90444 -1.54774 1.80929
H: 1.25548 -1.82168 1.82805
H: 3.09299 -2.51257 -0.83745
H: 1.84634 -1.89995 -1.86186
H: 1.37676 -3.01785 -0.55885
H: -2.24758 -0.62306 1.22311
H: -1.34625 0.70732 2.10567
H: -2.99450 1.02046 1.44246
H: -3.31634 0.54365 -0.89565
H: -2.05143 -0.49172 -1.51018
H: -2.21280 1.24304 -1.97832
H: -1.01222 2.83672 -0.85874
H: -0.95896 2.73144 0.96291
H: -2.55145 2.75454 0.13669

Gap between HOMO and LUMO (alpha / beta) ... 6.55 / 6.55 eV
Net charge ... -1
Energy relative to the best compared isomer or geometry (same formula, charge and spin) ... 62.7 kcal per mole
Multiplicity ... 1
Electronic energy ... -651.0956 a.u.
E_LUMO (alpha / beta) ... 0.12698 / 0.12699 Ha